1.
C21H22BF4LaN7S | ωB97M-V with the def2-TZVPD basis set

Maximum force   2.78 eV Å⁻¹
Highest occupied orbital energy   -0.3903 Ha
Net charge   +1
LUMO   -0.180 Ha
HOMO-LUMO gap   5.7171 eV

```
57
C21H22BF4LaN7S ωB97M-V with the def2-TZVPD basis set
La 0.05 -0.75 -0.18
C 3.65 -1.57 4.86
C 4.27 -0.67 3.80
N 3.96 -1.10 2.45
C 2.85 -0.75 1.81
S 2.79 -1.14 0.12
N 1.97 -0.04 2.47
N 0.86 0.42 1.88
C 0.28 1.42 2.50
C 0.83 1.98 3.78
C -0.82 2.08 1.83
C -1.56 3.09 2.47
C -2.53 3.77 1.77
C -2.72 3.46 0.43
C -1.97 2.44 -0.12
N -1.06 1.74 0.55
H 3.93 -1.23 5.86
H 3.98 -2.59 4.73
H 2.57 -1.54 4.79
H 5.36 -0.65 3.90
H 3.89 0.35 3.91
H 4.62 -1.69 1.96
H 1.63 1.33 4.12
H 0.07 2.05 4.56
H 1.23 2.98 3.60
H -1.37 3.32 3.51
H -3.11 4.54 2.26
H -3.45 3.98 -0.17
H -2.11 2.17 -1.16
C 2.37 -0.38 -5.65
C 1.02 -0.41 -5.98
C 0.06 -0.42 -4.99
C 0.45 -0.39 -3.64
C 1.81 -0.36 -3.31
C 2.76 -0.36 -4.31
N -0.47 -0.40 -2.60
N -1.69 -0.33 -2.97
C -2.71 -0.40 -2.06
C -3.99 -0.39 -2.61
C -5.08 -0.53 -1.78
C -4.86 -0.64 -0.41
C -3.55 -0.60 0.06
N -2.49 -0.49 -0.73
H 3.12 -0.38 -6.42
H 0.72 -0.43 -7.01
H -0.99 -0.45 -5.23
H 2.12 -0.33 -2.26
H 3.81 -0.33 -4.05
H -4.08 -0.29 -3.68
H -6.08 -0.54 -2.19
H -5.68 -0.75 0.27
H -3.36 -0.67 1.13
F -0.19 -4.84 -0.33
B -0.27 -3.53 -0.39
F -1.52 -2.99 -0.77
F 0.66 -2.90 -1.28
F 0.00 -2.85 0.90
```

2.
C29H36CaCl2N4O2P2 | ωB97M-V with the def2-TZVPD basis set

Maximum force   3.05 eV Å⁻¹
Highest occupied orbital energy   -0.2852 Ha
Net charge   0
LUMO   -0.039 Ha
HOMO-LUMO gap   6.6861 eV

```
76
C29H36CaCl2N4O2P2 ωB97M-V with the def2-TZVPD basis set
Ca -0.05 -2.93 3.88
C -1.12 3.18 3.95
C -1.60 2.42 2.95
C -0.87 1.88 1.79
C 0.34 0.89 1.95
C 1.66 1.65 2.06
C 1.90 2.83 2.69
C 1.00 4.05 2.81
C 0.09 4.05 4.05
C 2.09 -3.06 4.72
H -1.73 3.22 4.86
H -2.46 1.79 3.17
H -0.55 2.68 1.13
H -1.59 1.24 1.27
H 0.20 0.21 2.78
H 0.33 0.22 1.06
H 2.51 1.08 1.71
H 2.88 2.99 3.16
H 0.36 4.16 1.93
H 1.63 4.96 2.82
H 0.64 3.79 4.96
H -0.24 5.09 4.21
H 2.36 -2.77 5.75
H 2.54 -2.31 4.03
H 2.53 -4.03 4.53
P 1.56 -1.30 -1.44
P -2.20 -0.66 -1.55
N 2.77 -0.07 -1.75
N 2.25 -2.57 -2.63
N -2.18 1.15 -2.16
N -3.70 -1.12 -2.30
C 0.37 -0.55 -2.62
C -0.98 -1.29 -2.78
C 3.79 0.23 -0.83
C 4.76 0.99 -1.48
C 4.34 1.14 -2.86
C 3.11 0.50 -2.99
C 2.50 -3.90 -2.29
C 2.89 -4.60 -3.42
C 2.87 -3.68 -4.52
C 2.49 -2.45 -4.00
C -2.02 2.20 -1.23
C -1.86 3.42 -1.91
C -1.96 3.13 -3.32
C -2.12 1.74 -3.43
C -4.44 -0.49 -3.30
C -5.43 -1.35 -3.74
C -5.30 -2.57 -2.99
C -4.23 -2.41 -2.12
H 0.87 -0.54 -3.59
H 0.19 0.50 -2.31
H -1.42 -1.11 -3.79
H -0.84 -2.38 -2.67
H 3.75 -0.13 0.19
H 5.67 1.38 -1.04
H 4.87 1.61 -3.67
H 2.47 0.42 -3.87
H 2.42 -4.24 -1.26
H 3.15 -5.65 -3.50
H 3.09 -3.87 -5.56
H 2.41 -1.49 -4.49
H -2.13 2.03 -0.17
H -1.70 4.40 -1.45
H -1.95 3.86 -4.14
H -2.29 1.14 -4.33
H -4.21 0.52 -3.59
H -6.16 -1.13 -4.50
H -5.92 -3.44 -3.10
H -3.81 -3.08 -1.39
Cl -0.52 -3.71 6.31
C -0.80 -1.77 6.39
Cl 0.53 -0.65 5.64
C -2.08 -1.37 5.53
O -2.74 -0.42 5.92
O -2.17 -2.05 4.42
H -0.80 -1.61 7.47
```

3.
C14H8F3IrNO6S | ωB97M-V with the def2-TZVPD basis set

Maximum force   0.23 eV Å⁻¹
Highest occupied orbital energy (alpha / beta)   -0.1661 / -0.2069 Ha
Net charge   -1
LUMO (alpha / beta)   0.086 / 0.074 Ha
HOMO-LUMO gap (alpha / beta)   6.8483 / 7.6419 eV
Spin multiplicity   5
Energy relative to the best compared isomer or geometry (same formula, charge and spin)   0.0000 eV

```
34
C14H8F3IrNO6S ωB97M-V with the def2-TZVPD basis set
Ir 1.33 -1.08 0.25
C -2.03 -0.77 0.64
C -1.47 0.50 0.08
C -2.32 1.63 -0.09
C -1.80 2.78 -0.59
C -0.43 2.84 -0.95
C 0.16 4.01 -1.49
C 1.48 4.00 -1.83
C 2.26 2.84 -1.64
C 1.73 1.68 -1.12
S 2.73 0.25 -0.93
C 0.35 1.69 -0.75
N -0.20 0.55 -0.23
H -3.09 -0.87 0.39
H -1.93 -0.76 1.73
H -1.48 -1.63 0.26
H -3.36 1.56 0.19
H -2.42 3.66 -0.73
H -0.45 4.89 -1.63
H 1.95 4.89 -2.24
H 3.31 2.84 -1.91
O 0.18 -1.72 4.40
C 0.38 -1.48 3.25
O 0.58 -2.03 2.17
C 0.41 0.53 2.98
O -0.56 1.01 3.48
O 1.42 0.70 2.35
F 0.97 -6.17 -1.34
C 0.18 -5.13 -1.07
F -0.51 -4.85 -2.19
F -0.72 -5.54 -0.15
C 0.97 -3.90 -0.54
O 0.32 -2.82 -0.64
O 2.08 -4.10 -0.07
```